C19H23N5O2PdSe | the ωB97M-V functional and the def2-TZVPD basis

Calculated values
<S²> ... 6.04
Net charge ... +4
Multiplicity ... 5
Highest occupied orbital energy (spin up / spin down) ... -21.151 / -21.773 eV
Frontier orbital gap (spin up / spin down) ... 8.23 / 4.83 eV

```
51
C19H23N5O2PdSe (the ωB97M-V functional and the def2-TZVPD basis)
N -0.1458 3.0764 -0.4877
C 0.2037 4.1683 -0.6597
C 0.6448 5.5247 -0.8978
H -0.2091 6.1899 -1.0613
H 1.2905 5.5493 -1.7912
H 1.2216 5.8952 -0.0377
N 2.9076 -1.9005 -1.0525
C 3.8511 -2.4150 -1.4629
C 5.0517 -3.0776 -1.9720
H 5.5160 -2.4809 -2.7724
H 4.8036 -4.0704 -2.3715
H 5.7886 -3.2072 -1.1592
N -2.5158 -0.6483 -0.4751
C -3.3937 -1.3883 -0.6381
C -4.4688 -2.3343 -0.8384
H -4.3270 -3.1829 -0.1589
H -4.4612 -2.6974 -1.8766
H -5.4390 -1.8721 -0.6318
Pd 0.4887 -0.1178 -0.6336
C -0.3953 -1.6708 0.1603
O -0.7861 -2.6053 0.7297
C 1.9580 1.1204 -0.5431
O 2.8015 1.8983 -0.4086
C 1.0747 1.2339 -3.0084
C -0.3113 1.3071 -2.9049
C -1.0762 0.1350 -2.9354
C -0.4561 -1.1026 -3.0867
C 0.9386 -1.1716 -3.2179
C 1.6991 -0.0094 -3.1854
H 1.6684 2.1478 -3.0770
H -0.8095 2.2742 -2.8455
H -2.1626 0.2116 -2.9116
H -1.0524 -2.0146 -3.1759
H 1.4195 -2.1364 -3.3973
H 2.7769 -0.0501 -3.3558
C -3.1507 0.9687 3.5321
N -1.9202 0.2371 3.7266
C -1.6126 -0.4434 4.8900
C -0.3383 -0.8792 4.7626
N 0.1194 -0.4778 3.5172
C 1.4882 -0.6703 3.0954
C -0.8609 0.2054 2.8526
Se -0.8656 1.1220 1.2281
H -4.0083 0.3285 3.7802
H -3.2164 1.2821 2.4850
H -3.1927 1.8689 4.1658
H -2.3205 -0.5320 5.6916
H 0.2895 -1.4234 5.4429
H 2.1615 -0.2059 3.8359
H 1.6731 -1.7469 3.0158
H 1.6599 -0.2122 2.1201
```

C19H23NO3 | the ωB97M-V functional and the def2-TZVPD basis

Calculated values
SMILES ... COc1ccc(OCCCC(=O)NCCc2ccccc2)cc1
Energy above the lowest of the compared OMol25 structures with the same formula, charge and spin ... 87.3 kJ/mol
Highest occupied orbital energy ... -8.046 eV
Frontier orbital gap ... 8.77 eV

```
46
C19H23NO3 (the ωB97M-V functional and the def2-TZVPD basis)
C -2.9511 -3.8040 3.0128
O -1.6037 -3.7233 2.6197
C -1.2852 -2.9229 1.5593
C -2.1929 -2.1666 0.8265
C -1.7516 -1.3898 -0.2265
C -0.4047 -1.3421 -0.5724
O -0.0995 -0.5507 -1.6450
C 1.2354 -0.4884 -2.1100
C 1.2337 -0.0004 -3.5606
C 0.3392 1.2210 -3.7940
C 0.7871 2.4161 -2.9687
O 1.5690 3.2493 -3.3794
N 0.2131 2.4782 -1.7477
C 0.5330 3.5182 -0.8008
C 1.4440 3.0286 0.3286
C 0.8846 1.9102 1.1700
C -0.4673 1.8065 1.4718
C -0.9317 0.8063 2.3085
C -0.0521 -0.1019 2.8679
C 1.2952 -0.0187 2.5629
C 1.7550 0.9735 1.7175
C 0.5049 -2.0843 0.1712
C 0.0627 -2.8700 1.2166
H -3.3389 -2.8286 3.3255
H -3.5818 -4.2053 2.2127
H -2.9706 -4.4865 3.8612
H -3.2453 -2.1732 1.0613
H -2.4535 -0.8076 -0.8032
H 1.7030 -1.4793 -2.0776
H 1.8142 0.1913 -1.4695
H 2.2608 0.2369 -3.8416
H 0.8792 -0.8095 -4.2021
H -0.6913 0.9644 -3.5492
H 0.4002 1.4998 -4.8465
H -0.3257 1.6899 -1.4198
H 1.0510 4.2981 -1.3649
H -0.3936 3.9364 -0.3969
H 2.3945 2.7095 -0.1055
H 1.6556 3.8801 0.9833
H -1.1716 2.5172 1.0658
H -1.9869 0.7457 2.5321
H -0.4109 -0.8718 3.5334
H 1.9899 -0.7285 2.9869
H 2.8102 1.0341 1.4878
H 1.5609 -2.0550 -0.0437
H 0.7619 -3.4526 1.7949
```

C19H23NO3S | the ωB97M-V functional and the def2-TZVPD basis

Calculated values
SMILES ... Cc1ccc(S(=O)(=O)C[C@H](c2ccccc2)N2CCOCC2)cc1
Energy above the lowest of the compared OMol25 structures with the same formula, charge and spin ... 150.3 kJ/mol
Highest occupied orbital energy ... -8.329 eV
Frontier orbital gap ... 8.88 eV

```
47
C19H23NO3S (the ωB97M-V functional and the def2-TZVPD basis)
C 1.8721 -3.5969 -3.0991
C 0.8610 -2.9418 -2.2107
C 0.7963 -3.2607 -0.8574
C -0.1420 -2.6635 -0.0354
C -1.0211 -1.7420 -0.5701
S -2.1846 -0.9133 0.5163
O -2.9780 -0.0053 -0.2723
O -2.8777 -1.8936 1.3088
C -1.1035 0.0532 1.6200
C -0.1685 0.9251 0.7726
C 1.2574 0.4830 0.9963
C 2.0050 -0.0530 -0.0421
C 3.2944 -0.5059 0.1818
C 3.8515 -0.4190 1.4449
C 3.1145 0.1240 2.4855
C 1.8242 0.5674 2.2643
N -0.3815 2.3327 1.1175
C 0.6839 3.2491 0.7364
C 0.7047 3.5459 -0.7670
O -0.5289 4.0776 -1.1953
C -1.5925 3.1985 -0.8879
C -1.6455 2.8561 0.6060
C -0.9853 -1.4208 -1.9130
C -0.0446 -2.0220 -2.7305
H 2.1559 -2.9395 -3.9173
H 2.7614 -3.8732 -2.5382
H 1.4501 -4.5052 -3.5298
H 1.4896 -3.9792 -0.4461
H -0.2060 -2.9128 1.0120
H -0.5684 -0.6752 2.2217
H -1.7451 0.6478 2.2640
H -0.4195 0.7335 -0.2854
H 1.5769 -0.1246 -1.0319
H 3.8625 -0.9264 -0.6346
H 4.8571 -0.7711 1.6198
H 3.5467 0.1985 3.4723
H 1.2456 0.9950 3.0692
H 1.6478 2.8499 1.0515
H 0.4982 4.1840 1.2743
H 1.4584 4.3001 -1.0004
H 0.9362 2.6252 -1.3268
H -2.5065 3.7109 -1.1894
H -1.4990 2.2750 -1.4787
H -2.4438 2.1316 0.7620
H -1.8652 3.7640 1.1754
H -1.6979 -0.7057 -2.2950
H -0.0088 -1.7731 -3.7812
```

C19H23NO3S | the ωB97M-V functional and the def2-TZVPD basis

Calculated values
SMILES ... COc1cc(C[C@@H](C)O/C(S)=N/CCc2ccccc2)ccc1O
Energy above the lowest of the compared OMol25 structures with the same formula, charge and spin ... 187.1 kJ/mol
Highest occupied orbital energy ... -8.199 eV
Frontier orbital gap ... 8.81 eV

```
47
C19H23NO3S (the ωB97M-V functional and the def2-TZVPD basis)
C 4.6094 3.2405 -1.7921
O 3.6522 2.9479 -2.8097
C 2.3286 3.2616 -2.4981
C 1.7417 3.0820 -1.2196
C 0.3722 3.4407 -1.0686
C -0.3234 3.3203 0.2718
C -0.5777 1.8403 0.6329
C -0.9039 1.7503 2.1327
O -1.6941 1.3543 -0.1174
C -1.7776 0.0011 -0.3359
S -3.1751 -0.5596 -1.2016
N -0.8673 -0.8166 0.1821
C -0.8623 -2.3071 0.0302
C -1.5806 -2.8341 1.3014
C -1.2982 -4.2676 1.7275
C 0.0009 -4.6280 2.1499
C 0.2599 -5.9143 2.6435
C -0.7666 -6.8245 2.8251
C -2.0511 -6.4453 2.4656
C -2.2989 -5.2201 1.8753
C -0.3580 3.9506 -2.1584
C 0.2820 4.1373 -3.3971
C 1.5980 3.8005 -3.5488
O 2.2295 3.9703 -4.7370
H 4.6663 4.3023 -1.5182
H 5.6068 2.9840 -2.1784
H 4.4839 2.6143 -0.8842
H 2.3097 2.7068 -0.3881
H 0.3485 3.7753 1.0130
H -1.2331 3.8965 0.2544
H 0.3353 1.2398 0.4319
H -1.7141 2.4568 2.3538
H -0.0390 2.0112 2.7731
H -1.2260 0.7380 2.3506
H -3.6561 0.6931 -1.3518
H -1.4415 -2.6155 -0.8670
H 0.1565 -2.6398 -0.0457
H -2.6796 -2.6993 1.1604
H -1.2371 -2.1929 2.1059
H 0.7824 -3.8956 2.0541
H 1.3014 -6.1367 2.8895
H -0.5954 -7.8080 3.2736
H -2.8923 -7.1395 2.5966
H -3.2977 -5.0210 1.6048
H -1.4070 4.1957 -2.0834
H -0.2725 4.5604 -4.2304
H 3.1611 3.6936 -4.6682
```